94
Properties=species:S:1:pos:R:3:forces:R:3:lowdin_charge:R:1 method="wB97M-V/def2-TZVPD" spin_multiplicity=2 total_energy_ev=-194795.1835 charge=-2 s_squared=0.7543 lumo_ev="3.90 / 3.44" max_force_ev_per_a=0.888
Ir -0.820531 1.700695 -0.365566 0.05 0.16 0.51 0.932
C 0.934722 0.393518 -7.253845 0.03 -0.02 -0.07 -0.073
C 0.375610 0.438956 -5.858612 -0.07 0.00 0.06 -0.286
C -0.884462 -0.077114 -5.557553 0.06 0.01 -0.08 -0.057
C -1.379450 -0.005006 -4.279839 -0.03 0.07 0.03 -0.023
C -0.652974 0.564735 -3.210820 0.12 0.10 0.06 -0.222
N -1.216406 0.522171 -1.948872 -0.41 -0.32 -0.36 -0.108
C -1.820827 -0.684784 -1.570141 0.14 0.22 0.04 -0.250
C -1.203938 -1.894734 -1.943871 -0.10 0.02 -0.04 -0.025
C -1.695789 -3.116941 -1.554350 -0.07 -0.02 0.07 -0.055
C -2.829081 -3.201164 -0.746434 0.09 -0.05 -0.03 -0.289
C -3.339469 -4.527141 -0.249771 -0.02 -0.04 0.00 -0.072
C -3.435393 -2.017487 -0.365999 -0.02 0.08 0.00 -0.006
C -2.962948 -0.759360 -0.744445 0.17 -0.04 -0.01 -0.071
C -3.634037 0.542575 -0.290156 -0.01 0.26 -0.34 -0.354
O -2.804256 1.492352 0.208063 0.38 -0.47 0.65 -0.335
C -4.695882 0.308241 0.827724 -0.02 -0.05 -0.02 -0.531
F -4.180959 -0.387701 1.865170 -0.11 0.03 -0.05 0.127
F -5.776962 -0.401280 0.394205 0.01 0.08 0.06 0.116
F -5.161032 1.443200 1.341420 0.02 -0.06 -0.03 0.168
C -4.423580 1.138355 -1.530265 -0.03 -0.05 -0.06 -0.520
F -3.648087 1.901408 -2.293397 -0.05 -0.09 0.01 0.146
F -4.933210 0.162341 -2.331847 -0.02 0.06 0.05 0.116
F -5.478802 1.900003 -1.168441 0.06 -0.02 -0.03 0.135
C 0.596133 1.137884 -3.514324 0.03 0.02 -0.05 -0.043
C 1.071774 1.040194 -4.827627 -0.02 0.12 0.05 -0.005
C 1.496381 1.830631 -2.462053 -0.29 0.10 -0.18 -0.348
O 0.962590 2.216493 -1.287581 0.13 -0.52 0.46 -0.331
C 2.701117 0.872548 -2.172722 -0.07 -0.06 0.13 -0.521
F 2.256446 -0.228422 -1.544327 0.07 0.06 -0.03 0.139
F 3.388442 0.437633 -3.257805 -0.07 -0.01 0.05 0.121
F 3.615878 1.450101 -1.367907 0.01 -0.02 -0.09 0.137
C 2.059461 3.175343 -3.065513 0.05 -0.04 -0.11 -0.528
F 2.491477 4.003978 -2.120393 0.05 -0.03 -0.01 0.159
F 1.116598 3.820895 -3.768616 0.05 -0.01 0.08 0.151
F 3.120205 3.002186 -3.915693 -0.06 0.03 0.03 0.098
H 0.657090 -0.532022 -7.763557 0.00 -0.01 0.00 0.065
H 2.023864 0.454055 -7.239969 0.02 0.01 0.00 0.068
H 0.570220 1.222879 -7.866974 -0.02 0.02 0.01 0.071
H -1.489549 -0.528110 -6.338371 0.00 -0.01 -0.02 0.103
H -2.368852 -0.389480 -4.068814 0.00 -0.02 0.06 0.116
H -0.302653 -1.842630 -2.539824 0.03 0.01 0.00 0.120
H -1.180028 -4.022129 -1.859941 0.01 -0.03 0.00 0.102
H -3.162045 -5.319666 -0.979994 -0.01 0.00 -0.01 0.065
H -4.411333 -4.487471 -0.049455 -0.02 0.00 0.00 0.069
H -2.846143 -4.827272 0.679982 0.02 0.00 0.01 0.068
H -4.317098 -2.090404 0.254665 0.01 -0.02 -0.02 0.108
H 2.041156 1.460923 -5.053217 0.02 -0.02 -0.04 0.109
S -2.423183 5.252003 2.552702 0.02 0.12 -0.02 -0.177
As -0.833870 4.666183 1.329419 0.01 -0.06 0.37 -0.335
S -0.413148 2.382599 1.823716 0.24 0.16 -0.26 0.554
S -1.423169 3.884472 -0.647987 -0.19 0.10 -0.73 0.152
S 0.993820 5.688027 1.459894 -0.04 0.07 -0.01 -0.072
O 0.112665 -0.399493 0.511808 0.00 0.03 -0.29 -0.391
P 0.823250 -0.724805 1.781217 0.03 0.22 0.02 0.801
N 1.231483 2.189907 2.195357 -0.24 -0.12 0.17 -0.529
C 1.635397 2.610028 3.539713 -0.10 0.07 -0.07 -0.264
C 3.151670 2.510183 3.473804 0.02 0.04 0.06 -0.181
C 3.444724 3.024311 2.064995 0.01 0.04 -0.04 -0.179
C 2.306152 2.456842 1.221936 0.02 -0.02 -0.10 -0.260
N -0.235567 -1.669206 2.723400 0.04 0.02 0.10 -0.210
C 0.084314 -1.801557 4.145589 0.02 -0.08 -0.05 -0.230
C -0.749459 -0.713534 4.814066 0.01 0.01 0.07 -0.175
C -2.062641 -0.761165 4.027721 -0.05 -0.02 0.06 -0.160
C -1.666689 -1.312673 2.645247 -0.02 -0.06 -0.15 -0.200
N 2.187330 -1.634286 1.492477 -0.09 -0.05 0.01 -0.252
C 2.111560 -2.843232 0.661393 -0.02 0.01 -0.10 -0.184
C 3.151399 -3.803969 1.271988 -0.02 -0.04 -0.02 -0.170
C 3.498552 -3.193004 2.632740 0.03 0.02 0.03 -0.183
C 3.340200 -1.696893 2.371660 0.05 0.02 0.02 -0.229
H 1.189759 1.953074 4.289901 -0.04 -0.01 0.04 0.089
H 1.321097 3.642663 3.735838 0.03 -0.04 0.04 0.092
H 3.461404 1.465502 3.574249 0.00 -0.04 0.01 0.091
H 3.637746 3.092159 4.258841 0.01 0.00 0.00 0.102
H 4.423422 2.724586 1.686274 0.01 0.00 0.01 0.104
H 3.375082 4.114108 2.055141 0.03 -0.03 -0.01 0.072
H 2.575207 1.509724 0.747136 0.02 0.08 0.00 0.086
H 1.982210 3.143191 0.443278 0.04 -0.05 0.05 0.063
H 1.158158 -1.711286 4.317421 0.03 0.03 0.01 0.091
H -0.229529 -2.795148 4.489859 0.02 0.00 0.00 0.114
H -0.262864 0.249594 4.656797 0.05 0.05 0.01 0.086
H -0.880182 -0.864694 5.887244 0.00 0.00 0.00 0.103
H -2.533103 0.216794 3.947060 0.01 0.01 -0.01 0.108
H -2.771059 -1.436939 4.512906 -0.02 0.03 0.00 0.103
H -1.818766 -0.601406 1.837654 0.00 0.01 0.04 0.075
H -2.239353 -2.209603 2.395610 0.01 0.01 -0.03 0.113
H 2.337786 -2.608862 -0.380550 -0.01 -0.01 0.01 0.105
H 1.097806 -3.248118 0.697205 -0.01 -0.01 0.01 0.107
H 4.043119 -3.844016 0.643475 0.00 0.02 -0.01 0.103
H 2.762235 -4.818859 1.358115 0.02 -0.01 -0.01 0.099
H 4.497457 -3.463930 2.978758 0.00 0.00 0.01 0.101
H 2.772959 -3.509486 3.386056 -0.01 0.01 0.01 0.100
H 4.234690 -1.298830 1.873860 -0.02 0.00 0.00 0.116
H 3.176541 -1.104932 3.272691 0.00 0.02 0.03 0.093

=====

116
Properties=species:S:1:pos:R:3:forces:R:3:lowdin_charge:R:1 method="wB97M-V/def2-TZVPD" spin_multiplicity=1 total_energy_ev=-602858.7514 charge=0 lumo_ev=-0.64 max_force_ev_per_a=2.550
C -3.344694 -1.953672 -3.652730 1.25 -0.40 0.43 -0.116
C -2.175172 -1.365627 -2.793240 -1.71 0.41 -0.33 -0.212
C -2.113236 0.181427 -2.969292 -0.08 -0.33 -0.78 -0.209
N -0.789831 0.735353 -3.336605 -0.59 -0.27 1.02 -0.045
C 0.302485 0.247940 -2.572555 0.18 -0.39 -0.24 -0.289
C 1.162348 -0.650933 -3.218432 0.04 -0.21 -0.30 -0.093
C 2.271283 -1.195886 -2.607911 -0.65 -0.04 1.11 -0.206
C 2.550641 -0.818393 -1.298002 0.06 0.13 0.73 -0.147
C 1.706983 0.098913 -0.625825 0.27 -0.45 0.23 -0.008
C 0.558268 0.635764 -1.235829 -0.23 0.21 0.02 -0.055
C -0.394326 1.608758 -0.523569 0.21 -0.52 0.34 -0.091
C -1.056709 1.063931 0.772891 -0.91 0.08 0.45 -0.406
C -1.991763 -0.145736 0.512908 0.64 0.29 0.50 -0.065
C -1.891524 2.211461 1.428697 0.67 -0.74 -0.35 -0.137
C 2.127701 0.485350 0.798540 -0.36 0.25 -0.76 -0.301
O 1.967380 1.624578 1.181647 0.20 -0.57 0.37 0.100
C 2.777783 -0.599809 1.619361 -0.54 0.69 -0.62 0.017
C 3.550605 -1.479520 0.995552 0.34 0.68 -0.38 -0.108
C 3.746715 -1.387413 -0.557832 0.04 0.78 0.77 -0.471
O 4.760535 -1.755851 -1.103106 -0.32 0.33 0.26 0.040
H -3.137385 -1.738287 -4.712732 -0.45 0.04 0.24 0.067
H -3.273627 -3.047863 -3.529449 -0.43 0.32 -0.15 0.042
H -4.324089 -1.598864 -3.311728 0.20 -0.01 -0.32 0.075
H -2.457736 -1.563136 -1.751955 0.65 -0.32 -0.20 0.082
H -1.272629 -1.896707 -3.115558 0.04 0.35 0.46 0.074
H -2.529157 0.713592 -2.104378 0.24 -0.28 -0.14 0.080
H -2.781166 0.427429 -3.812139 0.39 0.07 0.43 0.029
H -0.625283 0.569153 -4.320321 -0.05 -0.09 0.10 0.067
H 0.968292 -0.939365 -4.257707 -0.14 0.13 0.35 0.122
H 2.899834 -1.917265 -3.116026 -0.52 -0.31 0.37 0.047
H -1.213569 1.849895 -1.212581 0.39 0.19 0.12 0.100
H 0.150999 2.529025 -0.266251 -0.18 -0.27 -0.20 0.125
H -0.343107 0.729875 1.537504 0.20 0.21 -0.45 0.090
H -2.913486 0.195499 0.019065 0.24 -0.36 -0.04 0.079
H -2.255925 -0.611166 1.478981 -0.08 0.23 -0.33 0.069
H -1.449753 -0.915669 -0.053604 -0.37 0.20 -0.07 0.070
H -2.318244 1.877269 2.397045 0.02 0.39 -1.00 -0.030
H -1.212713 3.051947 1.632880 -0.44 -0.02 -0.14 0.054
H -2.672695 2.480136 0.701973 0.09 0.22 0.42 0.062
H 2.587313 -0.612211 2.688480 0.18 0.15 -0.10 0.084
H 4.023499 -2.252087 1.599047 0.39 0.27 -0.52 0.093
C -0.107339 1.557758 4.964976 -0.04 0.01 -0.11 -1.496
Cl -1.405002 0.622918 4.208469 0.75 -0.64 0.40 0.535
Cl 1.378426 0.612808 5.033376 0.02 -0.03 0.11 0.538
Cl 0.166501 3.073444 4.109603 0.00 -0.01 0.08 0.582
H -0.408104 1.791193 5.979227 -0.02 -0.04 -0.04 -0.016
C -1.730764 -5.871761 -5.148384 -0.13 0.12 0.04 -1.558
Cl -0.754607 -4.548037 -4.503489 0.09 -0.02 0.00 0.541
Cl -2.899082 -6.425403 -3.948814 0.33 0.25 0.17 0.497
Cl -2.549891 -5.372726 -6.630188 0.04 -0.02 0.03 0.521
H -1.070505 -6.696422 -5.384975 -0.03 0.02 0.01 -0.015
C 3.178779 -5.413387 -0.219458 -0.14 -0.03 0.04 -1.470
Cl 1.749999 -6.317004 0.294712 0.03 0.00 -0.06 0.529
Cl 2.889591 -3.670351 -0.119011 -0.93 -2.37 -0.18 0.773
Cl 4.581914 -5.861903 0.753301 -0.02 0.03 -0.05 0.541
H 3.385902 -5.665299 -1.252322 0.01 0.01 0.04 0.019
C 4.873253 1.861027 6.808843 -0.35 -0.02 -0.18 -1.575
Cl 3.747898 1.209953 8.007760 0.00 0.06 0.00 0.494
Cl 4.912172 0.844159 5.365828 -0.08 0.29 0.05 0.495
Cl 4.430277 3.518503 6.389929 0.00 -0.04 0.01 0.520
H 5.862102 1.872000 7.241925 -0.04 -0.05 0.03 -0.085
C 1.689555 3.660749 -5.309903 -0.06 -0.04 0.00 -1.516
Cl 0.345626 4.202245 -6.320813 0.01 0.00 -0.03 0.511
Cl 2.028189 4.837192 -4.039686 0.03 -0.05 -0.04 0.540
Cl 1.342655 2.077068 -4.610067 0.64 0.57 -0.33 0.671
H 2.569563 3.573506 -5.935549 -0.04 0.04 0.00 0.007
C 7.176806 4.562187 9.287619 -0.03 -0.07 0.12 -1.531
Cl 7.583235 3.484039 7.948760 0.29 0.13 0.05 0.561
Cl 5.839922 3.899926 10.229956 0.00 0.03 -0.06 0.530
Cl 8.585836 4.841824 10.311522 -0.04 0.02 -0.05 0.533
H 6.863011 5.512220 8.873030 0.01 -0.05 -0.01 0.016
C -2.990352 -0.642216 8.125360 -0.07 0.06 -0.14 -1.517
Cl -3.522831 -1.565470 6.714420 0.29 0.39 0.65 0.474
Cl -1.315793 -0.109050 7.928711 0.01 -0.07 0.06 0.543
Cl -4.053862 0.740260 8.402161 0.03 -0.04 0.03 0.525
H -3.038879 -1.287685 8.993661 0.03 0.05 -0.02 0.013
C -4.527074 3.697572 3.952914 0.00 -0.01 0.11 -1.499
Cl -3.901492 2.184845 4.619457 -0.54 0.46 0.03 0.519
Cl -3.314283 4.973783 4.064370 -0.05 -0.02 -0.01 0.537
Cl -5.047104 3.476767 2.278993 -0.09 -0.06 0.02 0.565
H -5.390019 3.996839 4.535148 0.02 0.02 -0.05 0.014
C 7.129032 -2.127505 7.244328 0.08 0.05 -0.11 -1.533
Cl 6.352293 -0.995865 8.352396 0.01 -0.05 0.01 0.532
Cl 6.450717 -1.987673 5.620622 0.17 -0.33 0.10 0.503
Cl 8.874816 -1.864815 7.213095 -0.03 -0.04 0.01 0.527
H 6.943845 -3.132137 7.603366 0.01 0.04 -0.01 0.012
C -4.072530 -9.606222 -5.956450 -0.17 0.09 -0.04 -1.528
Cl -4.791924 -10.341289 -7.390407 0.03 -0.02 0.05 0.530
Cl -2.410454 -9.106354 -6.292799 0.01 -0.07 0.00 0.534
Cl -5.052097 -8.248561 -5.395018 -0.16 -0.33 -0.21 0.505
H -4.046557 -10.351561 -5.171443 0.02 0.03 -0.03 0.014
C -3.259385 -4.355225 4.140835 0.09 0.04 -0.12 -1.536
Cl -3.767193 -5.267531 2.717948 0.00 0.00 0.06 0.530
Cl -1.595603 -3.795089 3.962609 -0.05 -0.01 0.04 0.527
Cl -4.344011 -2.990180 4.426676 -0.25 -0.39 -0.60 0.482
H -3.307450 -5.011886 5.000768 -0.01 0.04 -0.03 0.016
C -4.908196 2.796879 -5.065130 -0.05 -0.03 0.08 -1.532
Cl -4.437724 3.074175 -3.386333 0.02 0.02 -0.05 0.538
Cl -4.451801 1.169469 -5.580167 -0.12 0.10 -0.16 0.557
Cl -6.641126 3.053616 -5.277088 0.05 0.01 -0.02 0.528
H -4.380455 3.509268 -5.687025 -0.01 -0.03 0.03 0.014
C 5.569267 0.234397 -4.835650 0.00 -0.13 0.11 -1.492
Cl 4.286660 -0.572315 -3.912797 1.56 1.02 -1.23 0.713
Cl 6.284819 1.542611 -3.889652 -0.05 0.00 -0.05 0.530
Cl 6.807807 -0.924163 -5.335914 -0.04 0.04 -0.04 0.525
H 5.128684 0.663637 -5.727294 0.04 -0.02 0.03 0.009
C 0.730897 3.716507 -10.560973 -0.08 0.05 0.13 -1.553
Cl -0.626018 2.706594 -10.054920 0.04 0.00 -0.04 0.516
Cl 0.302165 5.426012 -10.470013 0.02 -0.04 -0.03 0.522
Cl 2.157979 3.379377 -9.578143 0.05 -0.03 -0.07 0.509
H 0.965037 3.479252 -11.591139 0.00 0.00 0.04 0.011
C -6.438471 6.626809 1.056086 -0.04 0.11 -0.02 -1.571
Cl -5.525180 8.023038 1.631917 0.01 -0.07 0.00 0.521
Cl -7.691165 6.179896 2.217796 0.04 -0.02 -0.01 0.509
Cl -7.145643 6.954061 -0.528215 0.03 -0.04 0.03 0.524
H -5.755472 5.792451 0.958134 -0.02 0.03 0.03 -0.043